(1)
# C19H34BaN3O5P2

C19H34BaN3O5P2 as an isolated structure in a non-equilibrium geometry (the ωB97M-V functional and the def2-TZVPD basis, the Open Molecules 2025 dataset).

Geometry as XYZ:
```
64
Properties=species:S:1:pos:R:3:forces:R:3:lowdin_charge:R:1
Ba 0.340089 1.415860 0.512658 0.6 -1.7 -0.5 1.806
P 2.357825 -0.854193 0.262196 -0.1 -1.0 0.6 0.681
C 2.228794 -0.583865 -1.456364 -0.2 1.6 -1.4 -0.463
C 1.028163 -1.071405 -2.120435 0.3 0.1 0.4 -0.411
N -0.160490 -0.583641 -1.660317 -0.5 -0.5 -0.1 0.013
C -1.301045 -1.136141 -2.123626 0.1 -0.2 -0.3 -0.338
C -1.312286 -2.133723 -3.105521 -0.2 0.2 0.2 -0.046
C -0.102167 -2.584225 -3.632783 0.5 0.5 0.2 -0.043
C 1.087685 -2.033202 -3.135212 -0.9 -0.5 -0.6 -0.029
C -2.632109 -0.675951 -1.536659 0.4 -0.3 0.1 -0.300
P -2.520347 0.931192 -0.636605 -0.9 -0.4 -0.4 0.730
H 2.052806 -2.364379 -3.508890 -0.2 0.0 0.2 0.115
H -2.276723 -2.523028 -3.442491 0.4 0.1 0.1 0.115
H -0.087358 -3.349271 -4.417528 0.0 0.3 0.4 0.117
H -3.384512 -0.596398 -2.341952 0.2 -0.1 0.4 0.098
H -2.991788 -1.432431 -0.812368 0.2 0.3 -0.3 0.108
H 2.051613 1.119092 -1.850731 0.3 -3.6 0.5 -0.048
H 3.153265 -0.722010 -2.002360 0.2 -0.5 -0.2 0.064
H 0.899789 2.949110 -1.922797 1.7 -1.5 -0.2 0.071
O 2.072217 2.093976 -1.904042 -0.3 4.7 -1.3 -0.099
H 2.685139 2.362934 -2.624145 -0.3 -0.4 0.7 0.121
H 0.412063 3.642839 -0.516047 -0.5 0.0 -1.8 0.117
O 0.072132 3.412585 -1.449057 -0.2 2.4 1.8 0.070
H -0.089151 4.308890 -1.813166 -0.3 -0.2 -0.4 0.185
C -2.917189 2.035208 -2.039162 -0.2 0.3 -0.2 -0.303
H -3.856854 1.714160 -2.509555 0.2 0.2 0.1 0.053
H -3.039302 3.065022 -1.674422 0.0 -0.2 -0.2 0.037
H -2.122131 2.002698 -2.798222 -0.2 0.0 0.2 0.040
C -4.114777 0.884447 0.244968 -0.1 0.1 0.3 -0.282
H -4.331064 1.891968 0.625903 -0.1 -0.3 0.0 0.047
H -4.941270 0.548115 -0.398102 0.2 0.1 0.2 0.057
H -4.014486 0.210213 1.108501 -0.1 0.2 -0.2 0.043
C 2.382533 -2.685361 0.360265 0.0 -0.5 0.6 -0.270
H 3.385450 -3.070752 0.122280 -0.3 0.1 0.0 0.045
H 2.121996 -2.996797 1.381244 0.1 -0.1 -0.2 0.037
H 1.651580 -3.131350 -0.329150 0.2 0.2 0.2 0.040
C 4.104821 -0.477546 0.660072 0.2 0.3 0.4 -0.262
H 4.123313 0.101098 1.596355 0.2 -0.1 -0.3 0.029
H 4.669143 -1.409878 0.813302 -0.2 0.4 -0.1 0.044
H 4.574383 0.111193 -0.137545 -0.1 -0.1 0.2 0.044
C -2.745396 -0.935936 5.750793 -0.3 -0.2 -0.2 -0.098
C -1.293136 -0.545727 5.926295 0.6 0.1 0.1 -0.165
C -0.825749 0.763837 5.220676 0.0 -0.7 0.1 -0.280
C -1.569302 2.044820 5.729575 0.7 0.1 0.1 -0.149
C -3.010394 2.235553 5.288083 -0.1 0.0 -0.1 -0.078
C 0.653574 0.948609 5.575422 1.1 -0.2 2.0 -0.348
O 1.148433 0.652379 6.663538 -1.1 0.5 -1.9 0.105
N 1.478543 1.557689 4.622412 -0.7 -0.1 -0.5 0.213
C 1.140360 1.693251 3.300130 0.7 0.5 -0.3 -0.603
O 1.972910 2.170661 2.452333 -1.3 -0.5 1.3 -0.194
N -0.073331 1.281682 2.898998 0.4 0.4 0.6 -0.140
C -0.964530 0.651137 3.703815 -2.1 -1.0 -1.0 -0.416
O -1.913784 0.055360 3.135079 1.7 1.2 1.1 0.012
H -3.397849 -0.393283 6.442635 0.1 -0.2 -0.1 0.071
H -2.843729 -2.005799 5.963109 -0.1 0.2 0.0 0.082
H -3.045922 -0.758050 4.712783 -0.2 -0.2 0.5 0.063
H -1.055146 -0.453622 6.997315 0.1 0.0 -0.4 0.123
H -0.655995 -1.356569 5.533163 -0.2 0.2 0.2 0.131
H -1.500608 2.031532 6.830400 0.0 0.0 -0.4 0.136
H -0.977590 2.911591 5.388294 -0.2 -0.1 0.2 0.122
H -3.647440 1.402148 5.601699 0.1 0.4 -0.2 0.062
H -3.385965 3.155979 5.749837 0.0 -0.2 -0.1 0.083
H -3.078855 2.350802 4.198098 -0.1 -0.1 0.2 0.077
H 2.416252 1.778502 4.881331 0.6 0.0 0.3 0.161
```
Positions in Å, forces in eV/Å.

Computed properties:
Net charge = +1
E_HOMO = -9.521 eV
Relative energy (zero: lowest compared OMol25 entry of this formula, charge and spin) = 0.0 kJ/mol
Gap between HOMO and LUMO = 0.1804 hartree



(2)
# C2H2BrI

A 2-piece molecular cluster, C2H2BrI overall in a non-equilibrium geometry (the ωB97M-V functional and the def2-TZVPD basis, the Open Molecules 2025 dataset).

Geometry as XYZ:
```
6
Properties=species:S:1:pos:R:3:forces:R:3:mulliken_spin:R:1
C -0.507257 0.094898 0.779484 1.3 -4.7 -0.6 -0.122
C 0.099668 0.406302 -0.309942 0.2 -0.6 0.6 0.852
Br 0.647571 1.904273 -1.046170 0.5 1.9 -1.3 0.157
I 1.345941 -1.949583 -1.878325 0.2 -0.2 -0.2 1.036
H -0.415794 -1.005474 1.078044 -0.1 1.3 -0.5 0.045
H -1.170128 0.549584 1.376908 -2.1 2.5 2.0 0.031
```
Positions in Å, forces in eV/Å.

Computed properties:
E_HOMO (spin up / spin down) = -8.251 / -9.551 eV
Multiplicity = 3
<S²> = 2.013
Relative energy (zero: lowest compared OMol25 entry of this formula, charge and spin) = 0.0 kJ/mol
Gap between HOMO and LUMO (spin up / spin down) = 0.3323 / 0.2289 hartree